Model P:
This record from OMol25 describes C36H34B2ClF4N7O6P2Se2Ti as an isolated structure. The level of theory is wB97M-V/def2-TZVPD.

## Properties
HOMO energy (alpha / beta) = -0.2658 / -0.2658 hartree
Orbital gap (alpha / beta) = 4.3 / 4.3 eV

The geometry in ORCA input format:
```
! wB97M-V def2-TZVPD RIJCOSX def2/J DEFGRID3
* xyz 0 1
N -3.32455 1.26894 0.88824
H -5.05015 -3.17110 -2.75689
C 3.16424 -1.37035 2.36538
C -2.89521 -1.73397 2.99625
F -5.82555 3.56571 0.17803
H -6.66995 -1.21501 -2.95306
H 4.23614 -4.98226 -1.16940
H 3.28416 -4.62349 4.42647
H 3.42436 4.63611 4.85527
C -2.03675 3.32419 -3.66727
H -2.40995 -1.26890 3.85541
C 4.37515 -1.81482 2.89077
C 1.99920 -2.10286 2.56642
O -1.81838 -2.02660 -1.90798
Cl -0.42641 3.11567 -4.41154
C 3.82006 3.64343 -2.74550
H 4.85887 -3.53755 -3.06875
Se -0.07786 -0.34420 -3.57145
C 3.41468 3.76976 4.20636
C 3.67999 -4.07347 -1.35917
P 1.37907 -0.16901 -1.99974
C 1.94979 2.50566 -1.75553
H 5.08829 2.45010 -3.99909
C 3.25027 -3.71407 3.84000
O -3.87572 2.50816 0.89622
O -5.41320 1.46440 -0.71743
C 3.47496 1.30773 -3.19092
C 3.36315 2.49884 4.75594
C -2.34965 2.03990 -2.91282
H 3.49056 4.92231 2.39337
H -6.77048 0.52763 -2.56831
N 0.62298 0.78418 1.76945
C 3.44002 3.93141 2.82655
H 4.40628 4.54248 -2.88418
Se 4.73451 0.20859 -0.04354
H 3.35221 2.37631 5.83167
H 1.04293 -2.32545 -0.18376
H -4.71722 -2.11427 -4.13969
F -0.83729 -3.82012 -0.76689
H 3.62947 -1.46160 -3.50139
C 3.39950 2.82165 2.00099
H 5.27799 -1.24588 2.70378
P 3.18117 0.16089 1.39531
C 4.03859 -3.25561 -2.42173
C 4.41329 -2.98318 3.63367
O -1.76198 1.88559 -1.76275
C -4.00344 -1.37382 -2.29645
N -0.53849 0.50526 -0.03339
C 1.48595 0.36447 0.82388
C -4.31117 -2.50710 -3.20590
H 2.28006 -4.39338 0.24122
C 2.04909 -3.27964 3.30040
C -6.44725 -0.45100 -2.21423
O -3.03271 1.17611 -3.44115
B -4.81763 2.75861 -0.25951
H -2.74776 3.46074 -4.47288
C 2.31482 -1.70838 -1.81065
H 1.05202 2.54001 -1.15220
N -4.50477 0.57628 -1.18031
C -2.96278 -0.78627 1.84824
F -3.12411 -3.53626 -0.64087
H -2.33681 -2.61691 2.70130
N -2.84101 -1.12503 -1.79870
H 3.24999 0.38769 4.36030
C 3.35167 -2.08070 -2.66117
H -3.40221 -3.06784 -3.40223
C 1.90780 -2.56137 -0.78753
C -4.32175 1.07576 3.08624
F -4.11594 3.33963 -1.32548
C 2.68431 3.66299 -1.94957
H 2.36887 4.58063 -1.47011
C -4.99366 -0.38738 -1.89370
C 3.31373 1.38121 3.93492
N -2.47936 -1.04198 0.67658
C 4.20500 2.46888 -3.37447
N -0.56379 0.85435 1.25011
H -3.90326 -2.03245 3.29000
B -1.86787 -2.92864 -0.67932
H -2.00724 4.18228 -3.00416
H -5.28032 1.44522 2.71847
C 0.74710 0.18169 -0.35075
H 3.78414 0.40509 -3.69570
C 2.36647 1.31665 -2.35161
H -3.79871 1.93686 3.50420
Ti -2.49898 0.48518 -0.73037
H 5.35162 -3.33170 4.04547
H 3.42491 2.93592 0.92366
O -1.66397 -2.12300 0.56563
H -4.47160 0.32593 3.85784
H -7.00835 -0.64907 -1.29847
H 1.14417 -3.85673 3.44306
H 1.05466 -1.76064 2.16244
C -3.54845 0.53846 1.93301
C 3.32677 1.54756 2.55743
C 2.59868 -3.74005 -0.56029
*
```

Results of the Löwdin charge analysis, in e, for atoms 1 through 4:
1 N -0.061
2 H 0.110
3 C -0.355
4 C 0.036

***

Model Q:
This record from OMol25 describes C36H34B2ClF4N7O6P2Se2Ti as an isolated structure. The level of theory is wB97M-V/def2-TZVPD.

## Properties
HOMO energy = -0.2909 hartree
Orbital gap = 5.5 eV

The geometry in ORCA input format:
```
! wB97M-V def2-TZVPD RIJCOSX def2/J DEFGRID3
* xyz 0 1
H 0.30308 2.38705 -3.59552
Se 0.35290 -5.24432 -1.04995
C 2.67666 0.64789 -2.98864
H 1.84285 4.12092 4.64310
B 1.65886 0.51835 4.49755
N -0.26207 -0.44474 1.08451
H 2.71394 0.94633 0.39517
O 0.63074 -0.57051 4.51713
Cl -4.76467 -0.34190 -0.61547
H 0.50699 -0.97255 -5.97333
F -4.81381 2.39827 3.19633
C -1.78320 -0.11359 -2.62407
H 5.12825 1.09664 -0.03737
H -1.37815 2.56295 -5.38164
N -0.47151 -1.62640 1.66253
H -1.91707 -0.84278 -1.83633
C 4.44271 0.97278 -0.86580
H -1.06354 5.76055 2.39093
C 0.02161 -1.64306 -5.27594
H 4.41914 0.63070 -4.23509
C -1.21616 -3.37862 -3.48896
C 0.76176 3.12468 3.12806
C 0.17284 -0.66369 -0.17875
P 0.78062 -3.27235 -1.58740
H 2.65829 -3.96989 -3.67498
H 6.41509 -2.87904 -1.95365
F 2.85407 -0.04705 4.81627
C 4.67990 -2.40425 -0.78897
H -5.13377 1.99458 -0.73023
C -1.48425 1.80474 -4.61708
C 0.22517 -2.05259 -0.33103
O -2.75829 2.73387 -0.52935
Se 0.10315 2.61421 -0.22498
H -3.35289 1.07362 -5.37494
H 0.09610 5.71550 3.73603
C 0.01305 -2.80525 -3.16436
H -3.79629 -2.83445 4.49606
C 5.33391 -2.90216 -1.90349
C -3.56997 -2.32806 3.55825
H 1.59647 -1.50744 -3.82178
O -2.46418 1.06118 0.92178
N -1.48513 2.99558 2.72599
N -0.19524 -2.58801 0.83998
C 4.60222 -3.44912 -2.95015
C -0.54961 3.81004 3.01585
H -3.62104 -0.61402 -3.58756
H -5.07307 1.37894 0.95609
C -0.78531 5.24410 3.31220
C 2.19845 0.73435 -1.68927
C -2.86808 -1.02691 3.79145
C 3.08542 0.88907 -0.62160
H 2.83616 3.16497 3.53884
F -3.43192 2.99065 4.93068
C 4.04445 0.71034 -3.22322
F 1.24833 1.52884 5.37383
C 2.55792 -2.97527 -1.76889
C -1.51484 -1.09050 4.41423
N -0.58578 -0.29978 4.01487
H -1.66969 -4.08227 -2.80280
H -2.76745 -3.53634 -4.95292
H 5.98854 0.93016 -2.35425
P 0.44981 0.74603 -1.24321
C -0.52622 1.68971 -3.62753
C -0.66738 0.71441 -2.64096
H 1.99130 0.53131 -3.82205
C -1.19928 -2.21503 -5.59385
B -3.54277 2.54097 3.64020
H -2.92915 -2.98337 2.96452
C 1.97754 3.82521 3.60119
H 5.11026 -3.85661 -3.81459
H -2.13526 -2.50444 5.89693
H -0.76231 -3.01042 4.88687
H -1.62597 5.33794 3.99959
C -2.74751 0.02049 -3.61158
H -0.51165 -1.80344 6.13521
C 3.22276 -3.49882 -2.87844
C -2.59596 0.97053 -4.60810
C 4.92385 0.87825 -2.16655
N -3.51640 0.02090 3.43546
C -1.81792 -3.08263 -4.69996
O -2.75807 1.18576 3.57911
O -2.75972 3.42185 2.71325
N 0.68941 1.87247 2.86624
H 2.14587 4.72373 3.00504
H 2.79547 -2.06427 0.16529
O 1.78075 1.09802 3.10697
H 5.24382 -1.99228 0.03641
H -4.49445 -2.13922 3.01890
Ti -1.15552 0.95506 2.36976
C -3.16185 1.76926 0.08185
C 0.62942 -1.93932 -4.06300
H -1.67145 -1.98891 -6.54155
C -4.61899 1.34626 -0.03233
C -1.22875 -2.16606 5.40322
C 3.29366 -2.43830 -0.72026
*
```

Results of the Löwdin charge analysis, in e, for atoms 1 through 4:
1 H 0.109
2 Se 0.300
3 C -0.090
4 H 0.114

***

model Q (0.0266 hartree below the next structure)

***

Model P:
This record from OMol25 describes a 2-piece molecular cluster, CH3O2S2 overall. The level of theory is wB97M-V/def2-TZVPD.

## Properties
HOMO energy (alpha / beta) = -0.1181 / -0.1183 hartree
Orbital gap (alpha / beta) = 6.8 / 6.8 eV

The geometry in ORCA input format:
```
! wB97M-V def2-TZVPD RIJCOSX def2/J DEFGRID3
* xyz -1 1
H -0.53785 -1.76936 -1.27049
C -0.67742 -0.38762 0.26301
S 0.96998 -0.05880 -0.42248
H 0.04073 1.88389 -0.07736
O 0.96549 1.59770 0.01456
H -0.72621 -1.20605 0.96649
S -1.93164 0.65731 0.04106
O 1.89692 -0.71708 0.48521
*
```

Results of the natural (NBO) charge analysis, in e, for atoms 1 through 4:
1 H -0.320
2 C -0.613
3 S 1.475
4 H 0.482

***

Model Q:
This record from OMol25 describes an isolated ion of composition CH3O2S2 and charge -1. The level of theory is wB97M-V/def2-TZVPD.

## Properties
SMILES = CS(=O)(=O)[S-]
HOMO energy = -0.1506 hartree
Orbital gap = 7.9 eV

The geometry in ORCA input format:
```
! wB97M-V def2-TZVPD RIJCOSX def2/J DEFGRID3
* xyz -1 1
H -0.18756 0.89487 -0.61454
O -2.13957 -1.12773 1.40954
O -2.17479 -1.47385 -1.10480
C -0.19270 0.02305 -0.01922
H -0.23814 0.35112 1.05188
S -1.97214 -0.47150 0.08251
H 0.37110 -0.79087 -0.47651
S -2.88908 1.26252 -0.15440
*
```

Results of the natural (NBO) charge analysis, in e, for atoms 1 through 4:
1 H 0.226
2 O -0.992
3 O -1.006
4 C -0.854

***

Model R:
This record from OMol25 describes an isolated ion of composition CH3O2S2 and charge -1. The level of theory is wB97M-V/def2-TZVPD.

## Properties
HOMO energy = -0.1239 hartree
Orbital gap = 7.3 eV

The geometry in ORCA input format:
```
! wB97M-V def2-TZVPD RIJCOSX def2/J DEFGRID3
* xyz -1 1
H 1.17044 -1.29459 -1.02693
S -2.56878 -0.33642 -0.19535
O -0.36568 1.04700 1.19115
O 1.51012 0.80441 -0.70536
H -2.72638 0.67768 0.74239
H 1.91592 -0.89658 0.48780
C 1.32870 -0.47415 -0.32115
S -0.26433 0.47267 -0.17255
*
```

Results of the natural (NBO) charge analysis, in e, for atoms 1 through 4:
1 H 0.127
2 S -0.751
3 O -0.983
4 O -0.743

***

model Q (0.0774 hartree below the next structure)

***

Model P:
This record from OMol25 describes an isolated ion of composition CH3O2S2 and charge -1. The level of theory is wB97M-V/def2-TZVPD.

## Properties
SMILES = CS(=O)(=O)[S-]
HOMO energy = -0.1430 hartree
Orbital gap = 7.7 eV

The geometry in ORCA input format:
```
! wB97M-V def2-TZVPD RIJCOSX def2/J DEFGRID3
* xyz -1 1
O 1.03459 1.04409 -1.22662
S 1.78714 -1.44544 -0.00011
O 1.03478 1.04369 1.22679
C -0.94059 -0.17083 0.00000
S 0.84581 0.27552 -0.00002
H -1.50248 0.75301 0.04329
H -1.13827 -0.71370 -0.91473
H -1.12097 -0.78635 0.87140
*
```

Results of the natural (NBO) charge analysis, in e, for atoms 1 through 4:
1 O -1.012
2 S -0.716
3 O -1.012
4 C -0.854

***

Model Q:
This record from OMol25 describes CH3O2S2 as an isolated structure. The level of theory is wB97M-V/def2-TZVPD.

## Properties
HOMO energy = -0.1431 hartree
Orbital gap = 7.6 eV

The geometry in ORCA input format:
```
! wB97M-V def2-TZVPD RIJCOSX def2/J DEFGRID3
* xyz -1 1
O 1.81013 -0.13730 -1.83273
O 1.01994 -2.15105 0.48787
H 1.39413 -1.78369 -0.68012
H 2.56361 -1.26922 1.33491
H 1.03973 -0.21102 1.35398
S 2.12825 2.09605 0.28957
C 1.82036 -0.82471 0.75020
S 2.56258 0.09403 -0.42201
*
```

Results of the natural (NBO) charge analysis, in e, for atoms 1 through 4:
1 O -0.982
2 O -0.757
3 H 0.477
4 H 0.207

***

model P (0.1390 hartree below the next structure)

***

Model P:
This record from OMol25 describes C3H2F2O as an isolated structure. The level of theory is wB97M-V/def2-TZVPD.

## Properties
HOMO energy = -0.3870 hartree
Orbital gap = 10.7 eV

The geometry in ORCA input format:
```
! wB97M-V def2-TZVPD RIJCOSX def2/J DEFGRID3
* xyz 0 1
F 1.57204 0.91765 0.71554
C -0.98425 0.20807 -0.60999
H -1.86640 0.43173 -1.17538
H -1.03337 -0.61153 1.49252
O 0.30138 0.46200 -1.12273
C 0.76836 0.09274 0.11419
C -0.60196 -0.23530 0.59254
F 1.84419 -1.26535 -0.00670
*
```

Results of the natural (NBO) charge analysis, in e, for atoms 1 through 4:
1 F -0.267
2 C 0.199
3 H 0.224
4 H 0.248

***

Model Q:
This record from OMol25 describes a 2-piece molecular cluster, C3H2F2O overall. The level of theory is wB97M-V/def2-TZVPD.

## Properties
HOMO energy (alpha / beta) = -0.3776 / -0.3854 hartree
Orbital gap (alpha / beta) = 9.1 / 9.2 eV

The geometry in ORCA input format:
```
! wB97M-V def2-TZVPD RIJCOSX def2/J DEFGRID3
* xyz 0 1
C -1.92373 0.12215 -0.07424
F -2.11565 -1.17461 0.20814
H 1.01884 1.46459 1.10452
F 2.69356 -0.48981 -0.18071
C 1.33853 -0.32845 -0.19394
O -2.65777 0.87312 -0.52939
H 0.98870 -1.04522 -0.78270
C 0.65752 0.57824 0.44833
*
```

Results of the natural (NBO) charge analysis, in e, for atoms 1 through 4:
1 C 0.882
2 F -0.320
3 H 0.220
4 F -0.338

***

Model R:
This record from OMol25 describes one molecule with the formula C3H2F2O. The level of theory is wB97M-V/def2-TZVPD.

## Properties
SMILES = O=C/C(F)=C/F
HOMO energy = -0.3862 hartree
Orbital gap = 9.5 eV

The geometry in ORCA input format:
```
! wB97M-V def2-TZVPD RIJCOSX def2/J DEFGRID3
* xyz 0 1
C -0.03214 0.48198 -0.27704
C -1.34647 -0.12574 -0.15540
O -2.39160 0.45208 0.36998
C 1.12655 -0.30480 -0.08556
H 1.27445 -1.31550 0.01553
H -1.23656 -1.29355 -0.10897
F 2.35582 0.33665 0.30444
F 0.24996 1.76887 -0.06298
*
```

Results of the natural (NBO) charge analysis, in e, for atoms 1 through 4:
1 C 0.216
2 C 0.300
3 O -0.494
4 C 0.254

***

model R (0.0091 hartree below the next structure)